The following is a DFT calculation (ωB97M-V/def2-TZVPD) of C29H61BNO26PSi2 as an isolated structure in a non-equilibrium geometry.

The multiplicity is 1. Its total energy is -111513.9123 eV. The value obtained for the gap between HOMO and LUMO is 0.3776 Eh. Its strongest force on any atom is 3.89 eV/A.

CARTESIAN COORDINATES (ANGSTROEM)
H -4.655 0.055 1.374
H 3.202 3.137 4.890
C -4.020 -1.986 -13.429
H -8.935 1.966 0.232
Si 0.188 5.977 2.286
C -4.259 0.708 0.596
H -3.811 1.106 4.051
C 1.075 -2.702 -1.088
O -1.314 1.774 9.270
H -2.301 3.608 9.145
H 0.846 3.173 -1.909
H 4.486 -5.016 -1.681
O -1.473 0.200 10.746
H 1.441 -0.805 0.687
H 0.862 6.796 4.594
H 3.985 -10.341 -4.903
H 2.999 1.327 4.590
H -0.301 -3.955 -11.016
H -0.387 7.280 1.876
C -1.596 5.225 4.451
H -0.892 0.191 12.742
C 1.206 2.262 5.378
O 0.902 5.319 0.888
O 2.262 -6.027 -6.572
P -0.638 3.989 5.428
H 1.823 -5.215 -1.197
C -1.514 1.528 10.565
H -8.428 2.077 -1.483
H 3.217 1.208 -1.926
H -3.165 2.537 3.253
H -2.186 5.349 2.356
C -2.033 1.851 5.015
H 6.040 -5.796 -2.002
H -8.814 3.540 -0.566
H 2.388 -6.523 -4.554
O 3.292 1.786 -1.150
O -2.831 -3.286 -11.451
H 4.271 4.166 -0.246
H 1.995 8.274 2.494
C 2.760 2.188 5.239
C -1.330 3.166 8.918
H -0.792 -2.664 -9.872
H 5.654 -9.917 -4.496
H 0.797 1.323 4.945
H 4.237 6.290 3.785
H 0.738 -2.550 -10.751
H -3.279 1.065 0.909
H 3.070 4.687 2.184
H 4.937 -6.450 -0.752
H -1.490 -5.587 -7.275
C 1.186 -4.831 -1.995
O 0.342 -7.143 -6.136
C -1.674 -0.210 12.098
O 4.346 -6.769 -2.722
O 0.525 -5.608 -7.790
C 5.001 -5.974 -1.730
O 3.294 7.982 4.244
H -4.111 2.695 4.819
Si 2.158 4.218 1.129
H 1.786 -4.515 -2.848
H -1.301 6.242 4.758
H 2.011 5.530 4.048
C 2.884 -6.742 -5.498
O 1.703 3.222 -2.365
O -1.704 2.875 5.989
H 3.914 -6.404 -5.434
O -0.911 -2.169 -11.888
C -8.376 2.547 -0.501
C -6.345 1.558 0.035
H 0.040 0.102 0.135
O 0.378 -3.755 -1.520
C 4.877 -7.984 -2.889
H -1.000 -6.876 -8.417
O 4.173 -8.614 -3.838
H 3.169 1.980 6.250
H -4.146 0.165 -0.341
O 0.630 3.352 4.601
H -1.240 3.881 2.683
O -0.487 2.058 0.752
H 1.412 -0.095 -0.958
C 3.878 7.106 3.148
C 3.190 4.229 -0.473
H -2.670 5.057 4.658
O 0.209 -1.772 -0.675
O 5.819 -8.433 -2.293
O -6.784 0.456 -0.166
H 0.917 2.304 6.448
H -2.104 0.901 5.585
C 0.822 -0.580 -0.182
C -3.367 2.104 4.256
O -2.649 -1.752 -13.105
O 2.276 -2.606 -1.074
C -0.295 -2.883 -10.817
C 4.630 -9.936 -4.125
H 2.989 5.213 -0.952
H 2.880 -7.811 -5.694
C 0.980 -6.341 -6.768
O -5.099 1.849 0.422
H 4.496 7.713 2.475
H -0.535 3.703 9.434
C 0.527 2.304 1.261
H -4.663 -1.732 -12.587
H -1.241 1.717 4.247
H -1.099 -5.194 -8.953
C -2.195 -2.483 -12.084
C 1.369 6.360 3.708
C -1.304 4.960 2.917
N 1.634 2.589 1.615
H -4.271 -1.339 -14.267
H 4.553 -10.571 -3.243
H 0.520 -5.628 -2.318
O -7.018 2.706 -0.090
O -0.075 4.686 6.607
H -2.658 0.097 12.452
O -1.700 2.350 11.424
H -4.173 -3.022 -13.730
H -1.158 3.232 7.845
H -1.619 -1.297 12.119
C -0.846 -5.841 -8.116
B 2.705 3.019 -1.397
C 2.368 7.541 3.253